# C22H28FN5O3S

A 2-piece molecular cluster, C22H28FN5O3S overall at a distorted geometry (ωB97M-V with the def2-TZVPD basis set, the OMol25 dataset).

ORCA input file:
```
! RIJCOSX wB97M-V def2-TZVPD def2/J DEFGRID3
* xyz 0 1
C 3.13709 2.85920 2.17545
C 2.41866 3.76506 1.18526
C 1.85948 3.14947 -0.06622
C 0.62144 2.06302 0.27804
H 0.89933 1.22386 0.93725
C 0.03100 1.23659 -0.87903
N -1.13293 0.32832 -0.42908
C -2.30807 1.03679 -0.71826
O -2.48147 2.24047 -0.91667
C -3.40360 0.13682 -0.33034
C -4.81023 0.88270 -0.30297
N -5.22009 2.04296 -0.64327
H -4.36814 2.43127 -0.87667
H -6.08253 2.24482 -0.50036
C -5.68089 -0.39331 -0.16269
N -5.19460 -1.58876 0.29118
S -3.47750 -1.68061 0.08381
C -7.17032 -0.23777 0.10983
O -7.55577 1.00832 -0.22112
N -7.85171 -1.26029 0.42465
H -7.37134 -2.17504 0.35255
H -8.94386 -1.18191 0.52033
C -0.78742 -0.79491 -0.27066
C -0.60350 -1.27662 1.15270
C -0.26436 -2.48411 1.00369
C -0.14719 -3.52813 0.18239
C -0.45226 -3.34221 -1.11682
C -0.69985 -1.66590 -1.40423
H -0.99089 -1.52629 -2.27034
H -0.39192 -3.92495 -1.83763
F 0.05390 -4.73321 0.39681
H -0.10818 -3.02570 2.12381
H -0.55679 -0.56953 1.80524
H -0.31369 1.91987 -1.68652
C 1.14084 0.43668 -1.63363
O 1.24992 0.61314 -2.80921
N 2.08937 -0.09184 -0.99829
H 1.97742 0.01448 0.43813
C 3.18459 -0.80450 -1.28818
H 3.07855 -0.62963 -2.29765
C 3.23708 -2.37824 -0.66715
C 3.47893 -2.15789 0.87021
H 4.02663 -3.18855 0.96134
C 4.50156 -1.14694 0.74151
H 4.11305 -0.26020 1.42385
H 5.72674 -1.36443 0.94491
C 4.57571 -0.43903 -0.62154
H 5.47197 -0.78658 -1.23707
H 4.53247 0.84934 -0.70150
H 2.62559 -2.03814 1.33863
H 2.19159 -2.68765 -0.98168
H 3.88250 -2.84510 -1.47123
H -0.09686 2.72548 0.58714
H 2.57294 2.43643 -0.44437
H 1.43472 3.73401 -0.62459
H 1.48705 4.30754 1.97092
H 2.88075 4.53131 0.78138
H 3.81532 2.40349 1.58251
H 2.50040 2.17039 2.54582
H 3.66937 3.41614 3.19962
*
```

**Highest occupied orbital energy**: -7.88 eV
**Relative energy (zero: lowest compared OMol25 entry of this formula, charge and spin)**: 507.6 kcal per mole
**Orbital gap**: 7.5 eV
**LUMO**: -0.33 eV
**Calculated total energy**: -50394.759 eV